Molecular formula: C30H60O20
Method: DFT, the ωB97M-V functional and the def2-TZVPD basis

Positions of all 110 atoms, in Å:
H -4.27 -0.32 -1.18
C 5.42 3.98 0.98
C -1.97 -1.94 0.06
H 5.47 3.30 1.83
H 2.52 3.36 -5.31
O -2.43 2.44 -4.77
C 5.44 -0.05 1.96
H -1.48 1.23 4.05
O 1.94 3.98 0.21
H 0.00 3.87 -0.11
H 5.55 2.12 -3.65
H 0.53 2.53 -5.12
C 2.99 -3.48 1.48
H -7.25 -2.88 0.71
O 7.13 1.21 0.14
H -3.76 1.20 0.74
H -2.43 -2.92 0.14
H -9.03 1.39 1.70
H -4.14 -0.17 1.88
O -0.25 0.20 -0.04
H 2.39 -3.90 -0.46
H -4.60 -0.40 -2.84
C 3.10 3.42 0.61
H 4.86 0.94 -2.62
C 7.45 0.14 0.67
C 1.64 0.32 2.72
H -3.17 1.29 2.27
H -8.63 3.02 1.10
O 1.37 -1.19 -0.89
H 0.81 2.29 -0.45
H -9.04 2.76 2.82
C -8.55 2.34 1.95
C -5.84 -4.44 2.47
H 5.85 4.94 1.29
H 4.85 0.40 1.16
O -7.18 2.22 2.38
H 1.11 -4.23 0.70
H 2.62 0.37 3.20
C -4.04 0.90 1.75
O -5.29 -2.03 -1.73
C 0.13 -0.91 -0.45
O -4.76 -4.08 -1.62
H 4.86 -0.79 2.51
C -1.41 2.60 -4.11
C 0.52 0.53 3.76
H 9.84 1.04 -0.14
H 3.15 -0.44 -1.67
C 0.78 3.17 0.19
C -5.51 -3.12 1.87
H 2.51 -5.37 0.54
H -3.30 -5.34 -0.93
H 1.86 0.74 -1.46
H -3.37 -5.34 -2.65
O 4.09 4.35 0.60
O 0.77 0.58 4.96
H -1.94 -1.50 1.06
H 1.48 -0.61 2.18
H -1.40 -0.09 2.86
H -0.85 1.59 2.49
H 3.08 -4.85 3.09
C 4.74 1.97 -2.94
O -5.17 1.55 2.30
H 3.34 -3.12 3.48
O 6.66 -0.58 1.53
H 4.72 2.69 -2.12
H -6.00 -5.05 1.57
H -1.92 1.27 -2.40
H 0.31 3.83 -3.88
C -0.15 3.26 -4.69
H 0.54 2.81 1.20
O 8.65 -0.50 0.59
C 2.74 -3.83 2.92
C -5.02 -0.68 -1.88
H 9.08 -0.06 -1.36
H 2.73 0.17 -0.07
H -0.38 3.94 -5.51
O 3.67 -2.58 1.13
C 3.47 2.08 -3.80
O -0.60 -2.08 -0.36
H -4.65 -6.14 -1.61
C 2.18 -4.34 0.51
H 4.15 2.88 -5.60
C -6.67 -2.25 1.37
H -7.21 -2.01 2.29
H -2.58 -1.35 -0.63
H 3.80 4.16 -4.32
H -0.32 1.87 -2.37
H 1.69 -3.65 3.16
C -4.35 -2.96 -2.13
C -4.00 -5.28 -1.76
H 10.50 -0.55 -0.36
H 5.97 3.60 0.12
C -6.36 1.53 1.69
C 2.32 -0.14 -1.03
H -5.97 -0.15 -1.77
O -3.26 -2.71 -2.72
H 5.59 0.75 2.69
C -1.34 2.18 -2.59
H 1.61 0.98 1.85
O 3.26 2.28 1.07
O -4.36 -2.74 1.79
H -1.75 2.98 -1.97
O -6.66 0.95 0.65
O 2.63 1.20 -3.93
H -5.03 -4.84 3.07
H -6.76 -4.35 3.05
C 9.57 0.01 -0.38
C -0.89 0.80 3.24
H -6.24 -1.36 0.90
C 3.49 3.24 -4.81

Properties
Total charge: 0
SMILES: COC(=O)OC.COC(=O)OC.COC(=O)OC.COC(=O)OC.COC(=O)OC.CC(C)=O.CC(C)=O.CC(C)=O.CC(C)=O.CC(C)=O
LUMO in Eh: 0.0198
Relative energy (zero: lowest compared OMol25 entry of this formula, charge and spin) in kcal/mol: 0.00
Largest force on an atom in eV/A: 4.233
Kohn-Sham gap in eV: 9.9



Molecular formula: C30H61BCl24O4P
Method: DFT, the ωB97M-V functional and the def2-TZVPD basis

Positions of all 121 atoms, in Å:
C -5.78 0.39 5.52
Cl 4.74 -4.96 -1.10
H 2.94 1.78 -2.30
H -11.57 0.93 -2.87
C -2.31 3.54 -0.40
H 8.11 -4.40 -0.12
C 5.66 0.37 0.57
C 3.08 -3.44 -2.67
Cl -2.38 -2.31 -2.32
H 9.08 -3.50 -6.24
H -5.50 2.69 10.43
H 9.14 -2.34 -1.17
C 5.35 1.72 -0.14
Cl -9.75 -0.55 -2.77
H -3.07 3.74 0.36
C 3.38 -4.99 2.74
H 3.88 -5.37 -3.25
H -9.47 2.32 -2.60
H -0.46 2.47 1.34
H -7.52 2.24 -6.06
H -6.82 4.44 9.18
H -3.66 3.51 -2.09
C 4.19 -4.47 -2.72
Cl 8.17 3.46 -0.14
H 6.04 2.46 0.26
O 1.85 -1.90 0.23
C 2.13 -4.56 2.02
H -7.74 5.14 -5.08
Cl -1.54 3.97 -2.99
C -2.92 -3.16 -0.85
Cl 3.70 -4.02 4.20
Cl -6.14 -1.71 -2.00
C 7.83 4.67 1.12
Cl 7.65 -5.03 -5.16
H 5.64 1.60 -1.20
Cl -6.68 2.02 3.51
H 2.05 -5.09 1.07
C 2.51 1.02 0.79
H 6.77 4.62 1.35
C -7.12 3.13 -5.60
Cl -5.73 4.25 7.09
H 2.21 2.08 2.65
H 4.97 0.15 1.39
H -6.37 0.99 6.21
H -3.07 5.11 -1.64
Cl -8.97 1.73 -0.38
Cl -4.12 1.02 5.52
H -1.38 4.02 -0.09
Cl -0.94 -5.05 -0.93
B 1.17 -0.72 -0.07
Cl -9.69 3.80 -4.96
H 0.99 0.87 2.33
H 6.51 -3.83 -0.65
H -5.75 0.68 0.79
C -2.80 4.06 -1.73
H 3.33 -6.04 3.04
H 9.06 -5.08 -7.03
H -6.59 0.54 -1.48
H 5.66 -0.47 -0.13
H -10.76 2.75 -1.48
H 8.36 -3.42 -2.32
H -11.33 0.30 -1.24
C -1.76 -3.72 -0.06
O 1.69 0.49 -0.33
H -5.09 4.79 9.28
C -10.82 0.71 -2.11
H 2.14 -3.49 1.81
Cl -5.57 -1.59 1.36
H 9.74 4.40 2.10
C 1.58 1.67 1.86
H 3.35 -2.59 -2.05
H -4.61 2.33 8.95
C -10.06 1.96 -1.76
H -5.74 -0.14 3.42
Cl 7.39 -2.55 1.13
H 10.36 -6.03 -5.08
C -8.11 4.27 -5.64
C 8.18 -2.75 -1.48
Cl 1.57 -4.14 -2.03
Cl 10.62 -4.03 -3.86
H -7.34 -0.13 4.15
C 9.11 -4.57 -6.07
C 8.68 4.46 2.35
C 0.63 2.75 1.36
H -0.45 -0.71 -1.11
C -5.83 4.11 8.87
C -5.53 -0.22 0.21
O 0.90 3.87 1.04
C -5.55 2.70 9.35
Cl -6.64 2.73 -3.93
H -4.52 -0.14 -0.18
C 7.52 -3.51 -0.36
H -3.46 -2.45 -0.24
H 11.24 -4.80 -5.98
Cl 7.17 -1.41 -2.08
H -7.54 -0.56 -0.49
H -6.21 3.42 -6.13
Cl 0.65 -4.93 2.95
H -3.61 -3.94 -1.16
C 10.37 -4.98 -5.35
H 6.67 0.45 1.01
H 8.53 5.29 3.04
H 2.87 -3.08 -3.68
H -5.74 -0.63 5.91
H 4.24 -4.87 2.08
P 3.59 2.35 0.06
H 5.05 -4.05 -3.24
H 8.04 5.65 0.69
H 1.37 -2.58 -0.27
O -0.26 -0.84 -0.18
H -1.02 -2.96 0.15
Cl -2.04 1.79 -0.42
C -6.55 -0.38 -0.89
H 3.30 3.56 -2.11
Cl -6.85 1.56 8.89
H 1.80 2.81 -1.47
Cl 8.24 2.98 3.23
H -2.12 -4.13 0.88
C -6.38 0.38 4.13
H -8.28 4.58 -6.67
C 2.88 2.66 -1.65

Properties
Total charge: -1
LUMO in Eh: 0.0594
Largest force on an atom in eV/A: 1.955
Kohn-Sham gap in eV: 3.6



Molecular formula: C30H61InNO4
Method: DFT, the ωB97M-V functional and the def2-TZVPD basis

Positions of all 97 atoms, in Å:
O 1.82 0.49 -3.51
C 1.76 1.93 -3.77
H 2.61 -3.53 6.33
H 1.34 -1.36 4.69
H 5.22 -3.00 5.99
H -1.45 -2.04 -0.52
H -3.06 0.11 -1.15
H 8.26 0.29 8.44
H -3.62 6.33 -6.62
H -0.25 0.74 -0.12
C 2.81 0.15 -2.67
H -3.62 -6.29 -2.22
C -0.08 -3.67 3.36
H 0.02 2.92 0.77
H -3.39 -3.33 -3.02
C 2.32 -2.48 6.23
H -2.73 1.34 0.03
H 3.39 -0.60 6.23
H 4.57 -2.58 7.57
C 0.60 6.06 -8.19
H 2.55 0.33 -1.61
H 0.49 -1.71 0.75
O -0.36 5.81 -5.94
C -1.54 6.56 -6.15
C -0.04 -3.52 1.83
C 6.22 -0.21 5.90
C -0.96 0.60 -0.95
H -2.65 2.69 -2.73
C -2.36 0.38 -0.35
H -4.75 -4.39 -3.42
H 5.75 -0.09 4.93
H 1.12 5.49 -8.96
H -2.30 -2.80 0.81
C -1.80 3.98 1.22
C -5.90 -6.01 -0.79
O -3.77 -4.79 -0.79
H 0.23 -2.34 5.65
H -2.09 3.02 1.66
N 5.85 -1.18 6.79
H -0.75 -4.22 1.38
H -5.47 -6.75 -0.11
H 2.01 -3.11 3.32
C -1.66 -1.95 0.55
H 0.56 4.65 -1.23
H -0.24 6.56 -8.66
C -5.17 -4.69 -0.66
H -2.21 -5.27 -1.94
H -0.55 4.39 -7.44
C -2.72 5.73 -6.62
H 6.50 -1.76 8.73
C 4.81 -2.18 6.59
H 1.28 6.82 -7.80
C -3.30 -5.25 -2.04
C 1.22 -2.34 5.17
O 3.84 -0.37 -3.00
H -2.55 4.23 0.47
H -0.63 -0.26 -1.53
H -0.41 -1.42 2.21
H -1.15 4.99 -1.13
H -1.85 4.72 2.03
H -0.82 -2.97 3.77
C 7.51 -0.04 7.73
H -2.58 5.35 -7.63
H -0.43 -4.67 3.62
C 0.17 5.13 -7.06
H 1.93 -2.15 7.19
H 7.74 1.34 5.97
In -0.95 2.46 -2.18
H 1.64 -4.34 4.50
H -5.32 -4.28 0.34
C 1.27 -3.41 4.07
C 6.63 -1.08 7.90
H 2.43 2.12 -4.61
C -0.35 -2.08 1.34
H -1.76 6.99 -5.17
H -1.35 7.39 -6.84
H -3.50 -0.91 0.94
C 3.56 -1.63 5.91
H 1.02 4.58 -6.68
H -6.96 -5.88 -0.53
H 3.71 -1.61 4.82
C 7.25 0.51 6.45
H -2.87 4.88 -5.95
C -0.40 4.22 -0.93
H -2.12 -0.17 1.72
H 0.95 -3.82 1.47
C -0.39 3.92 0.58
C -2.45 -0.65 0.79
H 0.27 4.62 1.12
C 0.32 2.33 -4.01
H 2.17 2.45 -2.90
H -5.85 -6.41 -1.80
H -3.17 -4.70 -4.12
H -0.11 1.65 -4.76
H 0.32 3.33 -4.47
C -3.68 -4.36 -3.22
H -5.58 -3.96 -1.37

Properties
Total charge: -1
LUMO in Eh: 0.0854
Largest force on an atom in eV/A: 0.476
Kohn-Sham gap in eV: 6.8



Molecular formula: C30H61NO34P2
Method: DFT, the ωB97M-V functional and the def2-TZVPD basis

Positions of all 128 atoms, in Å:
O -2.15 -6.25 6.19
H -0.60 -4.08 6.09
C 0.36 3.10 -6.74
H 2.03 -7.48 6.83
O -2.02 3.20 -1.32
H -0.41 5.44 -0.66
H -0.14 -1.94 0.29
O -2.11 -2.97 -1.17
H -0.95 5.01 2.31
H 0.10 -0.01 3.35
O -9.09 3.25 -4.99
N 1.69 2.27 5.87
O 5.11 -2.70 -2.26
H 4.06 9.04 -1.23
C 1.89 7.56 -1.43
H -1.44 -9.52 7.81
H 2.65 2.60 5.79
C -0.09 -4.77 5.42
H 3.12 -2.91 -1.69
H 0.89 -4.37 5.20
O 0.10 -6.04 6.05
C -1.60 -2.15 -1.88
H 1.32 5.10 -0.72
O -6.89 3.50 -4.52
O 3.09 6.52 3.21
H -7.54 2.02 -3.21
P 0.08 3.13 1.93
C -3.14 4.59 -4.30
C -7.97 3.55 -5.31
H 1.34 -1.69 -0.63
O 3.47 4.39 2.54
H 2.78 2.64 1.86
H -3.25 3.20 0.36
C 2.39 -7.56 5.80
H 8.61 -2.80 0.07
H -3.85 5.33 -3.93
H 1.63 1.26 5.74
O -0.71 -7.83 6.96
H 5.28 -12.21 6.20
H -0.02 2.08 -6.75
H 3.59 -12.26 5.70
H 1.32 3.10 -6.22
O 2.22 -10.12 6.47
C -7.15 3.04 -3.19
O 5.16 -4.08 -0.47
H -0.33 3.76 -6.22
H -2.51 5.06 -5.05
C 7.63 -3.28 0.06
O 0.67 3.15 0.41
O 4.42 -10.38 5.97
H -2.42 -8.08 8.11
O 6.91 -2.76 -1.05
C 5.68 -3.26 -1.19
C 3.28 -9.68 6.10
H -2.45 -8.88 6.51
H 3.17 9.46 -2.73
O -2.28 4.15 -3.24
P 0.56 3.10 4.88
O 1.29 -1.90 1.91
H 3.38 2.58 3.59
C -2.56 2.54 -0.17
H 1.59 -7.90 5.14
C 4.30 -11.75 6.34
H -1.14 -0.95 2.47
O 2.68 6.93 -2.08
O -2.16 -1.58 -2.95
H -3.51 -3.10 -3.42
O 0.29 4.55 5.68
C -1.04 -6.66 6.38
H -3.85 -1.50 -4.10
O -1.62 3.29 -8.49
O 0.59 3.55 -8.08
C -2.92 3.55 -2.23
O 3.52 -8.43 5.72
C 2.51 -4.16 2.55
C 1.36 3.60 3.20
C 0.53 5.70 -1.15
H -0.63 -4.88 4.48
O -0.43 1.77 2.21
O -4.11 3.37 -2.16
O -0.37 -1.65 -1.75
C -1.24 4.13 -10.97
H 2.11 -4.41 1.57
H 2.85 -5.08 3.02
H -9.10 3.14 -7.64
O -7.59 4.00 -6.51
H 3.43 -2.62 -3.41
O 1.49 -3.60 3.39
H 4.02 -11.85 7.39
C -0.51 3.60 -8.84
O -1.23 4.11 2.02
C -0.61 -0.83 3.41
H -9.40 4.82 -7.11
H 0.43 5.52 -2.22
H -1.99 4.84 -10.62
H -3.06 1.61 -0.45
O 0.05 -2.05 3.79
H -3.66 3.75 -4.75
H -1.34 -0.60 4.19
H -0.83 4.50 -11.91
O 1.99 8.86 -1.12
C 0.36 -2.17 -0.64
C -8.65 4.11 -7.46
C -3.50 -2.03 -3.22
H 3.77 -4.22 -2.73
O 1.40 5.04 3.13
H -7.84 3.70 -2.68
C 3.16 9.50 -1.64
H -0.49 4.95 5.25
H 3.36 -3.48 2.46
O -0.15 4.04 -10.05
C 2.80 3.15 2.85
H 3.13 10.54 -1.32
H -6.20 3.04 -2.66
H -8.22 4.48 -8.38
C 3.78 -3.15 -2.53
H 7.12 -3.05 1.00
H 2.71 -6.57 5.48
H -1.73 2.30 0.49
O 0.77 7.09 -0.89
C -1.83 -8.61 7.37
H -1.68 3.15 -11.14
H -4.15 -1.79 -2.38
H 0.51 -3.25 -0.74
H 1.08 2.27 0.26
C 0.97 -2.46 2.93
C 2.73 5.45 3.00
H 7.77 -4.36 -0.04

Properties
Total charge: 0
SMILES: NP(O)[C@]1(P(=O)(O)O)COC(=O)O1.COC(=O)OC.COC(=O)OC.COC(=O)OC.COC(=O)OC.COC(=O)OC.COC(=O)OC.COC(=O)OC.COC(=O)OC.COC(=O)OC
LUMO in Eh: -0.0110
Largest force on an atom in eV/A: 4.177
Kohn-Sham gap in eV: 8.9



> Look up the total charge of the fourth one.

0



> Which of these has the highest Kohn-Sham gap?

C30H60O20